The following is a quantum chemistry calculation of the molecule C5H13N3 in a non-equilibrium geometry, from the OMol25 dataset.

Geometry (Å):
C 0.1301 0.8772 -1.8355
C -0.5849 0.7072 -0.4878
N 0.2393 1.2133 0.6183
C 1.3947 0.7068 0.8114
N 2.2033 1.1187 1.8205
N -1.2242 -0.5983 -0.2754
C -1.7172 -0.7485 1.0925
C -0.4645 -1.7656 -0.6925
H -0.5420 0.6370 -2.6666
H 0.4610 1.9139 -1.9647
H 1.0176 0.2422 -1.9241
H -1.4239 1.4147 -0.5420
H 1.8430 -0.0962 0.2043
H 1.8871 1.9814 2.2520
H 3.2019 1.0774 1.6615
H -2.3789 -1.6189 1.1656
H -0.9046 -0.8859 1.8153
H -2.3120 0.1197 1.3976
H 0.4855 -1.8692 -0.1615
H -1.0436 -2.6807 -0.5193
H -0.2678 -1.7462 -1.7695

Its relative energy (zero: lowest compared OMol25 entry of this formula, charge and spin) is 19.71 kcal per mole. The HOMO-LUMO gap comes out at 9.194 eV. Its LUMO energy is 0.037 hartree. As for the SMILES: C[C@H](/N=C/N)N(C)C.

The following is a quantum chemistry calculation of a cluster of 2 separate species, C5H13N3 in total in a non-equilibrium geometry, from the OMol25 dataset.

Geometry (Å):
H -0.7470 -2.3573 0.6349
N -0.0446 -1.7611 0.1995
N 0.1239 -0.7494 0.9892
N 1.1454 0.0302 0.6755
C 1.4124 1.1057 1.5962
C 2.1732 -0.3370 -0.2747
H 2.2976 0.8919 2.2097
H 0.5506 1.2427 2.2471
H 1.5850 2.0322 1.0423
H 1.7641 -1.0226 -1.0165
H 2.5160 0.5672 -0.7887
H 3.0177 -0.8244 0.2341
C -1.9477 0.8596 0.2559
C -1.6009 0.6595 -1.0278
C -1.7672 -0.6020 -1.7218
H -2.6668 0.2199 0.7454
H -1.6544 1.7505 0.7883
H -0.8530 1.3189 -1.4589
H -1.7613 -0.5161 -2.7985
H -0.8880 -1.3642 -1.1052
H -2.6550 -1.1442 -1.4259

Its relative energy (zero: lowest compared OMol25 entry of this formula, charge and spin) is 91.77 kcal per mole. The HOMO-LUMO gap comes out at 9.057 eV. Its LUMO energy is 0.034 hartree. As for the SMILES: [H]/N=N/N(C)C.C=CC.

The following is a quantum chemistry calculation of a cluster of 2 separate species, C5H13N3 in total in a non-equilibrium geometry, from the OMol25 dataset.

Geometry (Å):
C 0.4567 -0.3044 -2.4594
C -0.5683 -1.2994 -1.9818
C -1.4935 -1.0127 -1.0006
C -2.4957 -1.9784 -0.5277
H 0.5819 0.5872 -1.8211
H 1.4533 -0.7879 -2.5356
H 0.2114 0.1254 -3.4539
H -0.5579 -2.2750 -2.4831
H -1.4293 0.0014 -0.5665
H -2.5196 -2.9237 -1.0944
H -2.4417 -2.2429 0.5413
H -3.5278 -1.5913 -0.5843
N 1.9189 2.4593 3.1395
C 1.5793 1.6832 2.1388
N 1.3651 0.2906 2.1629
N 1.4599 2.2509 0.8457
H 2.0379 1.8831 3.9722
H 1.1658 -0.1698 3.0427
H 0.7182 -0.0314 1.4426
H 0.5849 2.0680 0.3447
H 1.5005 3.2677 0.8780

Its relative energy (zero: lowest compared OMol25 entry of this formula, charge and spin) is 18.13 kcal per mole. The HOMO-LUMO gap comes out at 9.825 eV. Its LUMO energy is 0.026 hartree. As for the SMILES: C/C=C/C.N=C(N)N.

The following is a quantum chemistry calculation of a structure of composition C5H13N3, from the OMol25 dataset.

Geometry (Å):
C -1.5448 -1.1437 0.5305
C -0.8692 1.1162 -0.1400
C 0.0609 2.2801 0.1824
N -0.8222 -2.2257 0.3548
H -0.0740 -2.1076 -0.7767
H -0.2891 -2.4894 1.1800
H -1.7672 -0.7585 1.5197
H -2.2262 -0.8629 -0.2621
H -1.7821 1.2216 0.4465
H -1.1582 1.0966 -1.1936
H -0.3922 3.2523 -0.0589
H 1.0129 2.2431 -0.3570
H 0.3099 2.3155 1.2476
C 1.0464 -0.3997 -1.1398
C 1.7068 -0.3060 1.1152
N 1.9518 -0.4795 -0.1064
N 0.5263 -1.4974 -1.6352
H -0.0139 -1.3291 -2.4760
H 1.1007 0.5157 -1.7177
H 2.5244 -0.3848 1.8282
H 0.6988 -0.0566 1.4584

Its relative energy (zero: lowest compared OMol25 entry of this formula, charge and spin) is 119.71 kcal per mole. The HOMO-LUMO gap comes out at 7.552 eV. Its LUMO energy is 0.029 hartree.

Repeat the first record exactly.
The following is a quantum chemistry calculation of the molecule C5H13N3 in a non-equilibrium geometry, from the OMol25 dataset.

Geometry (Å):
C 0.1301 0.8772 -1.8355
C -0.5849 0.7072 -0.4878
N 0.2393 1.2133 0.6183
C 1.3947 0.7068 0.8114
N 2.2033 1.1187 1.8205
N -1.2242 -0.5983 -0.2754
C -1.7172 -0.7485 1.0925
C -0.4645 -1.7656 -0.6925
H -0.5420 0.6370 -2.6666
H 0.4610 1.9139 -1.9647
H 1.0176 0.2422 -1.9241
H -1.4239 1.4147 -0.5420
H 1.8430 -0.0962 0.2043
H 1.8871 1.9814 2.2520
H 3.2019 1.0774 1.6615
H -2.3789 -1.6189 1.1656
H -0.9046 -0.8859 1.8153
H -2.3120 0.1197 1.3976
H 0.4855 -1.8692 -0.1615
H -1.0436 -2.6807 -0.5193
H -0.2678 -1.7462 -1.7695

Its relative energy (zero: lowest compared OMol25 entry of this formula, charge and spin) is 19.71 kcal per mole. The HOMO-LUMO gap comes out at 9.194 eV. Its LUMO energy is 0.037 hartree. As for the SMILES: C[C@H](/N=C/N)N(C)C.

> Look up the relative energy (zero: lowest compared OMol25 entry of this formula, charge and spin) of the third one.

18.13 kcal per mole